# 1
C2H4OS2 | ωB97M-V/def2-TZVPD

The geometry in XYZ format:
```
9
C2H4OS2 | the OMol25 dataset | ωB97M-V/def2-TZVPD
S 0.00723 1.77290 -1.14891
S 0.54562 -1.79275 -0.24887
O 1.34007 -1.90210 0.95857
C 0.11430 1.64828 0.42806
C -0.78471 -0.37114 0.02809
H -1.24712 -0.61100 -0.89436
H -1.53627 -0.32220 0.83737
H 1.57283 -1.05455 -0.89820
H -0.01196 2.63256 0.93825
```

**Lowest unoccupied orbital energy (spin up / spin down)**: -0.95 / -1.01 eV
**Total charge**: 0
**DFT total energy**: -949.93760 Eh
**Energy relative to the best compared isomer or geometry (same formula, charge and spin)**: 170.1 kcal per mole

=====

# 2
C2H4OS2 | ωB97M-V/def2-TZVPD

The geometry in XYZ format:
```
9
C2H4OS2 | the OMol25 dataset | ωB97M-V/def2-TZVPD
S -2.19649 -0.12118 -0.00900
S 2.22022 -0.31592 0.05003
O 0.33623 1.43755 -0.02915
C 0.63221 0.19993 -0.02596
C -0.50683 -0.75804 -0.11524
H -0.29894 -1.67245 0.54972
H -0.62862 -1.19873 -1.08332
H -0.56138 1.56734 -0.31030
H -2.33281 0.14577 1.26789
```

**Structure (SMILES)**: OC(=S)CS
**Lowest unoccupied orbital energy**: 0.30 eV
**Total charge**: 0
**DFT total energy**: -950.19386 Eh
**Energy relative to the best compared isomer or geometry (same formula, charge and spin)**: 9.3 kcal per mole

=====

# 3
C2H4OS2 | ωB97M-V/def2-TZVPD

The geometry in XYZ format:
```
9
C2H4OS2 | the OMol25 dataset | ωB97M-V/def2-TZVPD
S 0.59188 -0.73715 1.79249
S 1.79726 0.47295 0.68337
O -0.72598 1.26883 0.59700
C 0.01313 0.18645 0.35211
C -0.31977 -0.58115 -0.95730
H 0.61522 -0.86393 -1.43296
H -0.77385 0.01709 -1.72693
H -0.85053 -1.45872 -0.68548
H -0.34736 1.69563 1.37772
```

**Structure (SMILES)**: CC1(O)SS1
**Lowest unoccupied orbital energy**: 0.20 eV
**Total charge**: 0
**DFT total energy**: -950.18908 Eh
**Energy relative to the best compared isomer or geometry (same formula, charge and spin)**: 12.3 kcal per mole

=====

# 4
C2H4P2 | ωB97M-V/def2-TZVPD

The geometry in XYZ format:
```
8
C2H4P2 | the OMol25 dataset | ωB97M-V/def2-TZVPD
P 0.77485 -0.96947 1.04878
P -0.83533 0.89529 -0.16665
C -0.79767 -0.52120 0.85307
C 0.99225 0.37207 -0.42770
H 1.12121 -0.19666 -1.38178
H -1.46463 -0.86710 1.57312
H 1.80658 1.10538 -0.30216
H -1.59726 0.18168 -1.19668
```

**Lowest unoccupied orbital energy**: 0.26 eV
**Total charge**: 0
**DFT total energy**: -761.22775 Eh
**Energy relative to the best compared isomer or geometry (same formula, charge and spin)**: 17.0 kcal per mole

=====

# 5
C2H4P2 | ωB97M-V/def2-TZVPD

The geometry in XYZ format:
```
8
C2H4P2 | the OMol25 dataset | ωB97M-V/def2-TZVPD
P -0.79465 -0.52596 1.21967
P -0.29064 2.50697 0.04583
C 0.55037 1.38601 -0.78701
C -0.65741 0.70062 -0.23647
H -1.28020 0.25059 -0.99327
H 0.57078 -0.50603 1.79327
H -0.66238 -1.55555 0.36681
H 1.35757 0.90245 -1.39436
```

**<S²>**: 2.007
**Multiplicity**: 3
**Lowest unoccupied orbital energy (spin up / spin down)**: 1.11 / -2.29 eV
**Total charge**: 0
**DFT total energy**: -761.09807 Eh
**Energy relative to the best compared isomer or geometry (same formula, charge and spin)**: 54.1 kcal per mole

=====

# 6
C2H4S | ωB97M-V/def2-TZVPD

The geometry in XYZ format:
```
7
C2H4S | the OMol25 dataset | ωB97M-V/def2-TZVPD
S -0.45035 -0.45753 2.72922
C 0.30618 0.72702 -0.88096
C 0.16871 0.16706 0.28362
H 0.69270 -0.62578 0.73090
H -0.15721 1.71469 -1.21015
H -1.70124 0.03596 2.49874
H 1.18433 0.25416 -1.50952
```

**Lowest unoccupied orbital energy**: -1.77 eV
**Total charge**: 0
**DFT total energy**: -476.61094 Eh
**Energy relative to the best compared isomer or geometry (same formula, charge and spin)**: 94.3 kcal per mole

=====

# 7
C2H4S2 | ωB97M-V/def2-TZVPD

The geometry in XYZ format:
```
8
C2H4S2 | the OMol25 dataset | ωB97M-V/def2-TZVPD
S 3.46550 -0.51044 -2.08436
S -0.34606 -0.84174 0.93245
C -0.97671 0.73900 0.31996
C 2.71627 -1.75426 -1.67554
H -1.91184 0.75263 -0.20890
H -0.24381 1.35608 -0.25632
H -1.48881 -1.15116 1.74508
H -1.21455 1.40990 1.22764
```

**Lowest unoccupied orbital energy**: 0.04 eV
**Total charge**: 0
**DFT total energy**: -874.87314 Eh
**Energy relative to the best compared isomer or geometry (same formula, charge and spin)**: 54.6 kcal per mole

=====

# 8
C2H4S3 | ωB97M-V/def2-TZVPD

The geometry in XYZ format:
```
9
C2H4S3 | the OMol25 dataset | ωB97M-V/def2-TZVPD
S -0.26286 1.93798 -1.17150
S 0.88087 2.18929 0.54599
S -1.62542 0.52169 1.27395
C 0.80458 -1.20376 -0.29880
C -0.24165 0.88680 0.25199
H 1.39223 -1.30526 0.59160
H -0.06238 -1.82625 -0.39508
H -2.19378 -0.30466 0.39333
H 1.30840 -0.89583 -1.19147
```

**Lowest unoccupied orbital energy (spin up / spin down)**: -0.14 / -0.14 eV
**Total charge**: 0
**DFT total energy**: -1273.03061 Eh
**Energy relative to the best compared isomer or geometry (same formula, charge and spin)**: 76.1 kcal per mole

=====

# 9
C2H4S3 | ωB97M-V/def2-TZVPD

The geometry in XYZ format:
```
9
C2H4S3 | the OMol25 dataset | ωB97M-V/def2-TZVPD
S -1.58511 -1.18478 -0.18283
S 2.04674 -0.37559 -0.25557
S -0.52945 1.65936 -0.01871
C 0.69973 -0.35250 0.81060
C -0.62931 -0.15281 0.20886
H 0.67377 0.42353 1.64768
H -1.82877 1.68668 -0.30063
H 0.66221 -1.57206 1.06899
H 1.15536 0.90998 -1.21911
```

**Lowest unoccupied orbital energy**: -0.35 eV
**Total charge**: 0
**DFT total energy**: -1273.02125 Eh
**Energy relative to the best compared isomer or geometry (same formula, charge and spin)**: 81.9 kcal per mole

=====

# 10
C2H4S3 | ωB97M-V/def2-TZVPD

The geometry in XYZ format:
```
9
C2H4S3 | the OMol25 dataset | ωB97M-V/def2-TZVPD
S 1.62510 0.46118 -0.71896
S -1.51261 1.03666 -0.32854
S -0.37640 -1.86863 -0.21910
C 0.03355 -0.10275 -0.10585
C 0.96831 0.21153 0.97482
H 0.66281 1.02732 1.49393
H -1.50973 1.31026 -1.70234
H 1.28397 -0.70212 1.59077
H -0.59364 -1.98817 -1.54218
```

**Structure (SMILES)**: SC1(S)CS1
**Lowest unoccupied orbital energy**: 0.55 eV
**Total charge**: 0
**DFT total energy**: -1273.11085 Eh
**Energy relative to the best compared isomer or geometry (same formula, charge and spin)**: 25.7 kcal per mole

=====

# 11
C2H4Si | ωB97M-V/def2-TZVPD

The geometry in XYZ format:
```
7
C2H4Si | the OMol25 dataset | ωB97M-V/def2-TZVPD
Si 0.34973 -0.51701 -0.91041
C -0.52207 -0.10192 0.67914
C 0.22064 0.99036 0.57088
H 1.36517 -1.54451 -0.83480
H -1.22794 -0.35196 1.44106
H 0.36908 2.00676 1.10720
H -0.55461 -0.48172 -2.05307
```

**Structure (SMILES)**: C1=C[SiH2]1
**Lowest unoccupied orbital energy**: 0.61 eV
**Total charge**: 0
**DFT total energy**: -367.97025 Eh
**Energy relative to the best compared isomer or geometry (same formula, charge and spin)**: 20.4 kcal per mole

=====

# 12
C2H4Sm | ωB97M-V/def2-TZVPD

The geometry in XYZ format:
```
7
C2H4Sm | the OMol25 dataset | ωB97M-V/def2-TZVPD
Sm -1.54745 2.27603 1.00947
C -0.30555 0.65428 -0.32925
C 0.25862 -0.67859 0.04428
H -0.31231 -1.64813 -0.40880
H 0.31341 -0.91140 1.12631
H 1.28321 -0.85102 -0.34301
H 0.31006 1.15882 -1.09900
```

**<S²>**: 12.037
**Multiplicity**: 7
**Lowest unoccupied orbital energy (spin up / spin down)**: -1.48 / -0.54 eV
**Total charge**: 0
**DFT total energy**: -736.28953 Eh

=====

# 13
C2H50BrO30PS2 | ωB97M-V/def2-TZVPD

The geometry in XYZ format:
```
86
C2H50BrO30PS2 | the OMol25 dataset | ωB97M-V/def2-TZVPD
Br 1.11918 -0.03261 1.60178
S -0.75066 0.80939 -1.94352
S -0.29916 -2.83582 -0.55215
P 2.32711 -0.61595 -1.07708
O -7.23219 4.48313 2.82085
O 2.92132 -4.80822 -4.51205
O 3.16373 3.39731 -3.20960
O -1.14974 -6.99557 -3.07135
O 0.21260 1.13545 -0.73014
O 2.83834 0.76406 -1.69620
O 0.05042 0.33043 5.98952
O 1.11423 2.70811 3.13309
O 3.33937 -1.18038 -0.17577
O 2.61765 -2.24874 -5.52870
O -0.66495 4.84340 2.54721
O -1.01071 4.83657 -2.77352
O -5.16180 2.20347 2.13930
O -2.05294 -1.34616 5.24029
O -2.05459 -0.34102 2.40016
O 7.89575 -3.23434 7.78427
O 0.47498 3.98982 -5.28518
O 0.01174 0.34859 -3.05055
O 5.41651 -5.20060 -3.12982
O -3.12794 4.08275 1.27529
O -1.70042 1.84651 -2.11682
O -4.56845 3.43456 -4.83123
O 5.68383 -2.58142 5.21895
O -1.47099 -0.43911 -1.28995
O 0.35474 -6.03062 -0.41860
O 2.01941 -1.55792 -2.31404
O 3.90174 -0.79871 3.43336
O -3.61159 4.36141 -2.00302
O -8.08149 1.42478 2.96081
O 0.35300 -4.29966 -3.95682
C 0.71501 -0.12090 -0.28061
C -0.53025 -1.08058 -0.38045
H -1.88368 0.44153 2.93655
H 8.07912 -2.34259 7.47555
H -0.11958 -2.91781 -1.87849
H -1.48765 4.82784 2.02905
H -2.94583 -0.60928 2.64394
H -0.94177 3.97514 -2.34562
H 0.14329 -4.66562 -4.82171
H 7.15618 -3.51463 7.23305
H 1.22401 -3.90789 -4.08853
H 4.89660 -2.02671 5.14986
H 3.74233 0.89729 -1.38891
H 2.65475 -2.13914 -4.57367
H 2.79803 -2.13021 -2.38358
H 2.66291 -1.35333 -5.87862
H 3.26643 -4.10496 -5.07383
H -0.46928 4.17849 -5.31520
H -4.06842 4.06158 1.47419
H -4.79555 3.99878 -4.08295
H -3.79773 2.95116 -4.52120
H -6.68327 3.69628 2.68778
H -1.01691 -0.98447 0.58425
H -3.03851 3.59777 -2.11976
H 0.53811 3.04098 -5.42942
H 3.61047 -1.26857 2.64144
H -0.12118 -6.27561 -1.21845
H -3.14978 5.06221 -2.47822
H 0.80005 0.82827 6.32827
H -8.11364 2.30138 3.36165
H -6.75830 5.17057 2.34422
H -0.30633 5.72410 2.40705
H 3.59137 -5.49724 -4.54948
H -1.15675 -1.07616 5.00395
H 4.77491 -5.22044 -2.41185
H -8.21233 0.82090 3.69787
H 1.02049 2.97553 4.05201
H 6.21669 -4.84025 -2.73634
H 4.67396 -0.30522 3.14023
H -0.61017 0.34490 6.69010
H 0.01740 -6.60871 0.27048
H -4.58811 1.76064 2.77130
H 5.59366 -3.19334 4.48317
H 2.71629 2.66184 -2.77592
H -3.06966 3.69164 0.39742
H -5.74894 1.51250 1.81027
H -0.09888 5.09130 -2.95397
H 3.63609 3.84691 -2.50296
H -1.93494 -2.16565 5.72911
H -2.09571 -6.89384 -3.21324
H -0.75456 -6.20620 -3.46189
H 1.09148 3.53687 2.64333
```

**Lowest unoccupied orbital energy**: -0.31 eV
**Total charge**: 0
**DFT total energy**: -6075.19091 Eh

=====

# 14
C2H5AsF6NNaOSbSe4 | ωB97M-V/def2-TZVPD

The geometry in XYZ format:
```
22
C2H5AsF6NNaOSbSe4 | the OMol25 dataset | ωB97M-V/def2-TZVPD
Sb -0.89330 -2.77914 2.50766
Se 1.05002 -4.36136 2.55040
Se -2.48866 -3.33037 4.31072
Se 0.05990 -0.48493 2.73284
Se -1.91181 -2.99469 0.23780
As -1.61603 3.32829 -1.36962
Na -0.99410 0.73047 -0.37599
F -0.17397 2.33231 -1.43254
F -1.14407 3.85162 0.21083
F -2.51897 1.99053 -0.65448
F -2.07639 2.76308 -2.94223
F -3.04109 4.31752 -1.29736
F -0.72560 4.64120 -2.09141
O 0.37124 -0.50743 -1.10259
N 1.37300 -2.38092 -0.39801
C 1.32981 -1.05293 -0.56174
C 2.52144 -0.25543 -0.09693
H 2.20766 0.34411 0.75760
H 2.82352 0.41417 -0.90205
H 1.99779 -2.80403 0.26633
H 3.35300 -0.89017 0.20613
H 0.49661 -2.87189 -0.55535
```

**<S²>**: 0.757
**Multiplicity**: 2
**Lowest unoccupied orbital energy (spin up / spin down)**: 4.10 / 2.99 eV
**Total charge**: -2
**DFT total energy**: -13052.81870 Eh
**Energy relative to the best compared isomer or geometry (same formula, charge and spin)**: 17.3 kcal per mole

=====

# 15
C2H5B3NO5Yb | ωB97M-V/def2-TZVPD

The geometry in XYZ format:
```
17
C2H5B3NO5Yb | the OMol25 dataset | ωB97M-V/def2-TZVPD
Yb -4.35005 -3.53351 -0.18990
O -0.55857 0.40147 -1.42736
O -1.69662 -1.61554 1.00527
O -1.75710 1.67547 0.29702
O 0.72542 2.05764 -0.15700
O -3.26628 -1.60268 -0.61549
N 3.03330 0.05566 0.21329
C 1.85831 -0.37076 -0.60066
C -2.21089 -0.99342 0.03697
B -1.52791 0.42413 -0.35031
B 0.68790 0.72531 -0.73045
B -0.42995 2.11523 0.71832
H 2.21438 -0.74084 -1.62597
H -0.22589 2.49303 1.82966
H 3.30993 -0.66973 0.89293
H 2.78338 0.87230 0.78103
H 1.41062 -1.29377 -0.07735
```

**Lowest unoccupied orbital energy**: -6.52 eV
**Total charge**: +1
**DFT total energy**: -1743.36722 Eh

=====

# 16
C2H5BO2 | ωB97M-V/def2-TZVPD

The geometry in XYZ format:
```
10
C2H5BO2 | the OMol25 dataset | ωB97M-V/def2-TZVPD
O 1.60110 -0.84256 -0.23486
O 1.26775 1.42365 0.33426
C -0.70091 -0.23487 0.25327
C -1.83540 -0.35034 -0.34039
B 0.82423 0.16991 0.14437
H -0.94882 -0.60065 1.72879
H 2.40887 -0.71603 -0.74128
H -1.87051 -0.04537 -1.31992
H -2.84441 -0.54635 0.12031
H 2.09809 1.74260 0.05544
```

**Lowest unoccupied orbital energy**: 0.27 eV
**Total charge**: 0
**DFT total energy**: -254.53482 Eh
**Energy relative to the best compared isomer or geometry (same formula, charge and spin)**: 49.9 kcal per mole

=====

# 17
C2H5Br2N2 | ωB97M-V/def2-TZVPD

The geometry in XYZ format:
```
11
C2H5Br2N2 | the OMol25 dataset | ωB97M-V/def2-TZVPD
Br -1.77421 -1.95624 -0.02659
Br 3.37757 -0.21390 -0.05632
N 0.63256 -0.40045 -0.26138
N -1.19015 0.93206 -0.48250
C 1.65407 -0.06833 0.49000
C -0.73777 -0.08252 0.21255
H -2.00728 1.38359 -0.08350
H 1.36468 0.21429 1.47140
H -0.66033 -0.00811 1.38387
H -1.40964 0.85901 -1.44694
H 0.75050 -0.65940 -1.20058
```

**Structure (SMILES)**: N[C@@H](Br)/[NH+]=C/Br
**Lowest unoccupied orbital energy**: -5.59 eV
**Total charge**: +1
**DFT total energy**: -5336.44361 Eh
**Energy relative to the best compared isomer or geometry (same formula, charge and spin)**: 19.9 kcal per mole

=====

# 18
C2H5Br2OP | ωB97M-V/def2-TZVPD

The geometry in XYZ format:
```
11
C2H5Br2OP | the OMol25 dataset | ωB97M-V/def2-TZVPD
Br -2.67762 -1.57839 -0.03350
Br -1.45667 1.94442 -0.68541
P -0.42613 0.41742 0.45345
O -0.68337 0.51033 1.85859
C 1.40997 0.76133 0.07478
C -0.81864 -1.28492 -0.42609
H 1.77470 0.31893 -0.77905
H 2.03133 0.39361 0.84729
H -0.53304 -1.25418 -1.43038
H -0.31096 -2.01271 0.03542
H 1.69041 1.78415 0.08489
```

**Lowest unoccupied orbital energy**: 0.55 eV
**Total charge**: 0
**DFT total energy**: -5643.85806 Eh
**Energy relative to the best compared isomer or geometry (same formula, charge and spin)**: 17.9 kcal per mole

=====

# 19
C2H5Br2P | ωB97M-V/def2-TZVPD

The geometry in XYZ format:
```
10
C2H5Br2P | the OMol25 dataset | ωB97M-V/def2-TZVPD
Br 2.99580 0.95020 -0.06999
Br 2.70563 -2.17770 0.49602
P -2.65626 0.72278 -0.94116
C 1.75316 -0.57394 -0.17797
C -1.61935 0.65623 0.30771
H -0.69064 1.34310 0.28902
H 0.88841 -0.25382 0.39201
H 1.93041 -0.74390 -1.25066
H -3.49176 -0.12799 -0.32645
H -1.81540 0.20503 1.28147
```

**Lowest unoccupied orbital energy**: -0.02 eV
**Total charge**: 0
**DFT total energy**: -5568.49331 Eh
**Energy relative to the best compared isomer or geometry (same formula, charge and spin)**: 81.4 kcal per mole

=====

# 20
C2H5BrClN | ωB97M-V/def2-TZVPD

The geometry in XYZ format:
```
10
C2H5BrClN | the OMol25 dataset | ωB97M-V/def2-TZVPD
Br -2.46547 -0.90107 -0.14098
Cl -1.62875 1.85091 -0.19916
N -1.65287 0.42557 0.74773
C 0.47797 -0.09150 0.71538
C 0.92928 -0.24318 -0.69445
H 0.80125 0.68352 -1.25006
H 0.38244 -0.91169 1.33902
H 2.07218 -0.33101 -0.64990
H 0.72955 0.76714 1.25072
H 0.35443 -1.24869 -1.11829
```

**Lowest unoccupied orbital energy**: -0.21 eV
**Total charge**: 0
**DFT total energy**: -3167.99852 Eh
**Energy relative to the best compared isomer or geometry (same formula, charge and spin)**: 111.1 kcal per mole